No. 1
Entry from the OMol25 dataset: a cluster of 6 separate species, C35H83N5O in total in a non-equilibrium geometry (wB97M-V/def2-TZVPD).

Summary:
LUMO (alpha / beta), Ha: -0.2269 / -0.2334
Gap between HOMO and LUMO (alpha / beta), eV: 2.365 / 6.660
Highest occupied orbital energy (alpha / beta), eV: -8.540 / -13.011
Multiplicity: 2
Total charge: +3

CARTESIAN COORDINATES (ANGSTROEM)
N1 -3.4204 1.9517 -2.6157
H1 -2.6493 1.7736 -1.9882
H2 -3.2354 2.3016 -3.5449
H3 -3.8961 2.7732 -2.2707
H4 -4.0884 1.2089 -2.4665
C1 -2.0033 -1.7260 0.5345
C2 -1.6503 -0.7919 -0.7166
C3 -1.9442 -1.6160 -2.0387
O1 -1.9790 0.5534 -0.6712
H5 -1.6627 -1.2319 1.4444
H6 -1.5070 -2.6730 0.3227
H7 -3.0737 -1.9235 0.4764
H8 -0.5709 -0.8520 -0.5772
H9 -1.3323 -1.3889 -2.9117
H10 -2.9231 -1.4413 -2.4851
H11 -1.9070 -2.6771 -1.7920
C4 0.1841 -2.3249 3.6577
C5 1.1778 -3.3171 2.8572
C6 2.6003 -3.1782 3.3408
N2 3.6949 -3.9095 2.4573
C7 3.8809 -3.1663 1.1289
C8 3.2829 -5.3799 2.2446
C9 4.5473 -6.1485 2.0503
C10 5.4681 -5.5198 3.1099
C11 5.1487 -3.9973 3.0799
H12 -0.7952 -2.7803 3.5106
H13 0.1146 -1.2930 3.3135
H14 0.3737 -2.3897 4.7291
H15 1.1474 -3.1953 1.7744
H16 0.9596 -4.3738 3.0123
H17 2.6700 -3.6463 4.3227
H18 2.9960 -2.1644 3.4011
H19 3.7597 -2.0902 1.2533
H20 3.1650 -3.4202 0.3471
H21 4.8305 -3.4940 0.7058
H22 2.4810 -5.6098 1.5430
H23 2.7884 -5.8216 3.1098
H24 4.9553 -5.9378 1.0617
H25 4.5158 -7.2381 2.0567
H26 6.4996 -5.8692 3.0652
H27 5.1752 -5.9008 4.0882
H28 5.8752 -3.6067 2.3674
H29 5.2508 -3.3626 3.9601
C12 2.0791 1.5531 3.7236
C13 1.4264 2.7395 2.9735
C14 1.6765 2.6319 1.4452
N3 0.9292 3.6676 0.6260
C15 1.3317 5.1435 0.9865
C16 -0.6481 3.5841 0.7490
C17 -1.2591 4.1519 -0.4842
C18 -0.2582 3.7372 -1.5689
C19 1.0775 3.5946 -0.8856
H30 3.0874 1.8692 3.9910
H31 2.1293 0.5823 3.2304
H32 1.5358 1.4722 4.6650
H33 1.8539 3.6453 3.4035
H34 0.3435 2.7781 3.0910
H35 1.3519 1.6935 0.9954
H36 2.7191 2.8334 1.1993
H37 0.8853 5.8944 0.3346
H38 2.3932 5.0400 0.7617
H39 1.0258 5.2897 2.0224
H40 -1.0034 4.1044 1.6385
H41 -0.8957 2.5249 0.6802
H42 -1.4532 5.2086 -0.3006
H43 -2.2874 3.8374 -0.6623
H44 -0.2373 4.4020 -2.4324
H45 -0.6215 2.7535 -1.8664
H46 1.7322 4.3968 -1.2260
H47 1.3829 2.5946 -1.1935
C20 0.0743 -3.4450 -5.5560
C21 1.1045 -2.5069 -4.8907
C22 1.2603 -1.3116 -5.8391
N4 2.2388 -0.2308 -5.2396
C23 1.8281 0.1362 -3.7636
C24 2.3797 0.9555 -6.1241
C25 3.8813 1.3900 -5.8815
C26 4.6387 0.2097 -5.2045
C27 3.7033 -0.9066 -5.1787
H48 0.5683 -3.9613 -6.3791
H49 -0.8414 -2.9934 -5.9377
H50 -0.1591 -4.1263 -4.7378
H51 1.9285 -3.1549 -4.5921
H52 0.5808 -2.2568 -3.9681
H53 0.2722 -0.8701 -5.9685
H54 1.6031 -1.5930 -6.8348
H55 0.8109 0.5265 -3.7987
H56 2.4517 0.8787 -3.2656
H57 1.7483 -0.7541 -3.1400
H58 1.5950 1.6425 -5.8074
H59 2.1982 0.6446 -7.1529
H60 3.8721 2.2130 -5.1668
H61 4.5476 1.7956 -6.6428
H62 4.9431 0.4775 -4.1928
H63 5.5860 -0.1114 -5.6376
H64 3.8836 -1.4794 -4.2690
H65 3.8317 -1.5328 -6.0616
C28 -5.8003 -0.1004 -0.5650
C29 -5.4138 0.0420 0.9364
C30 -5.3643 1.5148 1.2938
N5 -4.9706 1.8036 2.7467
C31 -5.8921 1.2067 3.8548
C32 -4.8797 3.3162 2.7982
C33 -3.9560 3.6779 3.9896
C34 -3.1168 2.3992 4.2277
C35 -3.4858 1.4313 3.0771
H66 -6.2846 0.7853 -0.9760
H67 -6.4031 -1.0086 -0.5566
H68 -4.9226 -0.1890 -1.2051
H69 -4.4909 -0.4636 1.2207
H70 -6.1604 -0.3020 1.6522
H71 -6.2275 2.1119 0.9999
H72 -4.4852 1.9316 0.8023
H73 -5.4716 1.4685 4.8257
H74 -5.7333 0.1325 3.7599
H75 -6.9190 1.5320 3.6884
H76 -5.8917 3.7192 2.8377
H77 -4.3544 3.6800 1.9151
H78 -4.7523 3.7667 4.7285
H79 -3.3634 4.5928 3.9970
H80 -3.1643 2.0770 5.2679
H81 -2.0433 2.5789 4.1704
H82 -3.3422 0.4008 3.4018
H83 -2.8422 1.4308 2.1974

Here are the Löwdin charges for atoms 1 to 5, given in e:
1 N 0.203
2 H 0.015
3 H 0.045
4 H 0.019
5 H 0.067

---

No. 2
Entry from the OMol25 dataset: a cluster of 5 separate species, C35H84BClN7O6 in total in a non-equilibrium geometry (wB97M-V/def2-TZVPD).

Summary:
LUMO, Ha: -0.1013
Gap between HOMO and LUMO, eV: 6.697
Highest occupied orbital energy, eV: -9.454
Multiplicity: 1
Total charge: +1

CARTESIAN COORDINATES (ANGSTROEM)
C1 -4.4228 -4.4519 4.1423
C2 -3.3855 -3.5302 4.7539
O1 -2.2572 -3.3977 3.8844
C3 -1.6261 -2.1622 3.8496
N1 -1.4333 -1.6997 2.4362
C4 -0.2218 -0.8325 2.3826
C5 -0.0123 -0.0745 1.0581
C6 0.4302 1.3589 1.4479
O2 0.4568 2.1333 0.2918
C7 1.1586 3.3541 0.4053
O3 2.4048 3.1749 -0.1818
C8 3.5008 3.8756 0.4012
C9 4.5858 2.8521 0.6799
O4 5.7585 3.4899 1.1323
B1 1.1467 -0.6513 0.1291
O5 2.1627 -1.4069 0.6745
O6 1.1724 -0.3455 -1.2090
C10 -1.3353 0.0046 0.3210
N2 -2.4504 0.1059 1.3392
C11 -2.5576 -1.0818 1.9521
N3 -3.6956 -1.7383 2.1026
Cl1 -5.1788 -1.1121 1.6075
H1 -5.0121 -3.9379 3.3834
H2 -5.1228 -4.7020 4.9359
H3 -3.9762 -5.3599 3.7565
H4 -3.8489 -2.5637 4.9664
H5 -3.0634 -3.9305 5.7134
H6 -0.6229 -2.2417 4.2600
H7 -2.1671 -1.4128 4.4306
H8 -0.2728 -0.1233 3.2112
H9 0.6431 -1.4634 2.5658
H10 -0.2810 1.7539 2.1816
H11 1.4056 1.3021 1.9462
H12 0.5778 4.0866 -0.1511
H13 1.2500 3.6228 1.4591
H14 3.2209 4.3657 1.3325
H15 3.8680 4.6103 -0.3104
H16 4.7511 2.2990 -0.2459
H17 4.2125 2.1257 1.4072
H18 6.4625 3.2449 0.5378
H19 2.9897 -0.9201 0.7088
H20 0.4977 -0.7695 -1.7406
H21 -1.3986 0.8170 -0.3898
H22 -1.5081 -0.9186 -0.2344
H23 -3.3043 0.4084 0.8811
H24 -3.7127 -2.6507 2.5375
C12 -11.4207 -5.9407 5.0905
C13 -10.3244 -5.0437 4.5368
N4 -10.1380 -3.8298 5.3104
C14 -9.3290 -2.8340 4.6418
C15 -7.8575 -3.1736 4.3636
C16 -9.8796 -4.0195 6.7274
C17 -8.6684 -4.8717 7.1307
H25 -12.3516 -5.3854 5.2056
H26 -11.5998 -6.7692 4.4052
H27 -11.1531 -6.3697 6.0564
H28 -10.6037 -4.7452 3.5228
H29 -9.3984 -5.6347 4.4407
H30 -9.3766 -1.9082 5.2211
H31 -9.8129 -2.6093 3.6862
H32 -7.2558 -3.1487 5.2726
H33 -7.4352 -2.4350 3.6754
H34 -7.7457 -4.1550 3.9004
H35 -10.7710 -4.4647 7.1738
H36 -9.7978 -3.0325 7.1884
H37 -8.6133 -5.7994 6.5592
H38 -8.7470 -5.1441 8.1842
H39 -7.7263 -4.3373 7.0074
C18 4.9399 6.3229 -5.3354
C19 4.3372 5.2983 -4.3864
N5 3.6192 4.2409 -5.0713
C20 2.7958 3.4379 -4.1897
C21 3.4871 2.5939 -3.1134
C22 4.3765 3.5160 -6.0770
C23 5.6774 2.8274 -5.6420
H40 4.1795 6.7188 -6.0091
H41 5.3572 7.1534 -4.7654
H42 5.7470 5.9024 -5.9356
H43 3.6220 5.8105 -3.7362
H44 5.1342 4.9153 -3.7271
H45 2.1815 2.7739 -4.8056
H46 2.0913 4.1139 -3.6918
H47 3.9988 1.7302 -3.5388
H48 2.7449 2.2167 -2.4118
H49 4.2107 3.1777 -2.5417
H50 4.6146 4.2122 -6.8843
H51 3.7101 2.7779 -6.5295
H52 6.3001 3.4813 -5.0297
H53 6.2604 2.5569 -6.5240
H54 5.4941 1.9103 -5.0837
C24 -1.0981 1.9234 -3.2217
C25 -2.0184 1.0084 -4.0107
N6 -3.1766 0.5855 -3.2382
C26 -3.9102 -0.5125 -3.8494
C27 -4.5861 -0.2666 -5.2020
C28 -3.9840 1.6609 -2.6855
C29 -4.5620 2.7017 -3.6513
H55 -0.8170 1.4612 -2.2730
H56 -0.1823 2.1132 -3.7817
H57 -1.5574 2.8900 -3.0114
H58 -1.4617 0.1082 -4.2847
H59 -2.2882 1.5003 -4.9567
H60 -4.6617 -0.8588 -3.1336
H61 -3.2074 -1.3438 -3.9647
H62 -5.4742 0.3565 -5.1096
H63 -4.9048 -1.2188 -5.6288
H64 -3.9100 0.2011 -5.9174
H65 -3.3771 2.1910 -1.9437
H66 -4.7998 1.2063 -2.1156
H67 -3.8158 3.0545 -4.3634
H68 -4.9112 3.5699 -3.0897
H69 -5.4120 2.3172 -4.2112
C30 11.4380 -0.0327 0.0095
C31 10.0839 -0.6036 0.4011
N7 8.9702 0.1458 -0.1518
C32 7.6938 -0.1889 0.4445
C33 7.1453 -1.6079 0.2425
C34 8.9778 0.3106 -1.5958
C35 9.0081 -0.9521 -2.4664
H70 11.4977 1.0269 0.2598
H71 12.2277 -0.5558 0.5488
H72 11.6407 -0.1475 -1.0557
H73 9.9956 -0.5645 1.4900
H74 10.0562 -1.6703 0.1277
H75 6.9498 0.5305 0.0837
H76 7.7768 -0.0067 1.5209
H77 6.7839 -1.7678 -0.7725
H78 6.2997 -1.7740 0.9150
H79 7.8921 -2.3689 0.4668
H80 9.8421 0.9250 -1.8579
H81 8.1088 0.9161 -1.8686
H82 9.7503 -1.6704 -2.1167
H83 9.2732 -0.6836 -3.4904
H84 8.0417 -1.4528 -2.5051

Here are the Löwdin charges for atoms 1 to 5, given in e:
1 C -0.055
2 C -0.249
3 O -0.108
4 C -0.165
5 N 0.039